No. 1
{
  "formula": "C26H69BMnO13",
  "method": "ωB97M-V/def2-TZVPD",
  "elements": ["Mn", "C", "C", "O", "H", "H", "H", "H", "H", "B", "H", "H", "H", "H", "C", "O", "C", "C", "O", "C", "H", "H", "H", "H", "H", "H", "H", "H", "H", "H", "C", "O", "C", "C", "O", "C", "H", "H", "H", "H", "H", "H", "H", "H", "H", "H", "C", "O", "C", "C", "O", "C", "H", "H", "H", "H", "H", "H", "H", "H", "H", "H", "C", "O", "C", "C", "O", "C", "H", "H", "H", "H", "H", "H", "H", "H", "H", "H", "C", "O", "C", "C", "O", "C", "H", "H", "H", "H", "H", "H", "H", "H", "H", "H", "C", "O", "C", "C", "O", "C", "H", "H", "H", "H", "H", "H", "H", "H", "H", "H"],
  "xyz": [[0.32594, 0.42563, -2.03588], [-2.74033, 2.28786, -4.15080], [-2.21050, 0.88577, -4.29968], [-1.19467, 0.57815, -3.43621], [-2.84147, 2.49172, -3.07810], [-3.69042, 2.47854, -4.65473], [-2.06059, 3.07094, -4.51392], [-2.01213, 0.73311, -5.37862], [-3.07973, 0.21809, -4.16028], [-0.42152, -0.61466, -0.42644], [0.33269, -1.18444, -1.05413], [0.01938, 0.37466, -0.08608], [-1.31475, -0.32026, -1.05781], [-0.79445, -1.33406, 0.39248], [-7.21083, -0.66649, 1.16434], [-5.85871, -0.87392, 1.51678], [-4.92828, -0.74092, 0.46443], [-4.54968, 0.70109, 0.12753], [-5.71672, 1.40235, -0.24196], [-5.49359, 2.77209, -0.48590], [-7.81114, -0.92276, 2.03986], [-7.52759, -1.32141, 0.34723], [-7.38850, 0.38766, 0.95556], [-5.26510, -1.29527, -0.41934], [-4.02067, -1.26908, 0.76217], [-3.85577, 0.70916, -0.71942], [-4.02531, 1.09138, 1.00802], [-5.14203, 3.31773, 0.39164], [-6.42351, 3.12666, -0.92698], [-4.74884, 2.93211, -1.28010], [6.00767, 0.06271, 3.44064], [4.86369, 0.81322, 3.18443], [3.71265, 0.44507, 3.96612], [3.20506, -0.93432, 3.59105], [2.77957, -0.90837, 2.25023], [1.93126, -1.99565, 1.92038], [6.87574, 0.41568, 2.88648], [5.82789, -0.99891, 3.23439], [6.35703, 0.08267, 4.48726], [2.99099, 1.23020, 3.75383], [3.97993, 0.56114, 5.02148], [2.31645, -1.04501, 4.23467], [3.89168, -1.76238, 3.76922], [1.99067, -2.15514, 0.84614], [0.89163, -1.78077, 2.18070], [2.21229, -2.91161, 2.44970], [1.21857, -1.69985, -4.46153], [1.74427, -0.90955, -3.41754], [2.84124, -1.47222, -2.72280], [3.32769, -0.41370, -1.70443], [2.30031, 0.35461, -1.15055], [2.81784, 1.20116, -0.13276], [0.39529, -1.18545, -4.95276], [0.82500, -2.61722, -4.00908], [1.93880, -1.97455, -5.24040], [3.62091, -1.64057, -3.47719], [2.61548, -2.45664, -2.29801], [4.09570, 0.18393, -2.21127], [3.92854, -0.98823, -0.98656], [3.25567, 0.67189, 0.70933], [1.98220, 1.78156, 0.26445], [3.47203, 1.97762, -0.54036], [2.38484, -6.47151, -0.10635], [0.97259, -6.38304, -0.07880], [0.24167, -5.85108, -1.14893], [-1.23879, -5.86514, -0.80123], [-1.61636, -5.21590, 0.39036], [-0.99184, -3.97248, 0.59841], [2.88488, -5.63481, 0.39190], [2.76124, -6.61483, -1.11855], [2.55587, -7.31454, 0.56326], [0.29143, -6.55779, -1.98920], [0.58055, -4.84096, -1.39737], [-1.60674, -6.89135, -0.73146], [-1.86147, -5.45939, -1.61149], [0.09350, -4.06118, 0.73484], [-1.40344, -3.46871, 1.46865], [-1.14911, -3.35216, -0.29041], [2.28550, 1.53235, -4.72558], [1.82416, 1.92174, -3.42525], [1.12676, 3.15767, -3.49552], [0.69831, 3.61237, -2.10169], [0.03593, 2.55598, -1.41993], [-1.07950, 2.95852, -0.65191], [3.12357, 0.85358, -4.58410], [2.70857, 2.37469, -5.27526], [1.45450, 1.03287, -5.21870], [0.22187, 3.00450, -4.09121], [1.67014, 4.00649, -3.92328], [0.00533, 4.43886, -2.27690], [1.55262, 3.93368, -1.50209], [-0.83288, 3.69029, 0.12251], [-1.54515, 2.13059, -0.11724], [-1.86032, 3.33321, -1.31895], [0.26794, 5.30560, 3.96814], [-0.33150, 4.05964, 3.68348], [0.48232, 2.94579, 3.92701], [-0.19346, 1.70938, 3.33522], [-1.38878, 1.39978, 3.99795], [-1.28340, 0.91025, 5.31485], [-0.53668, 6.02903, 4.05063], [0.97565, 5.65534, 3.20430], [0.89299, 5.19213, 4.86205], [0.58032, 2.78800, 5.01179], [1.52113, 3.03158, 3.58440], [0.54081, 0.89178, 3.31284], [-0.46772, 1.85746, 2.29137], [-1.13340, 1.68535, 6.07215], [-0.52085, 0.12467, 5.35997], [-2.25848, 0.45897, 5.50636]],
  "homo_lumo_gap_ev": [7.78, 7.89],
  "multiplicity": 6
}

---

No. 2
{
  "formula": "C3H10O3S",
  "method": "ωB97M-V/def2-TZVPD",
  "elements": ["C", "O", "C", "C", "S", "H", "H", "H", "H", "H", "H", "H", "H", "O", "H", "H", "O"],
  "xyz": [[-0.37938, 0.19870, -0.61057], [-0.10258, 1.24352, 0.20628], [-1.11803, -1.01871, 0.04772], [-1.04116, -2.26420, -0.83829], [-2.28801, -3.57997, -0.47883], [-1.09345, 0.51825, -1.41232], [0.50793, -0.21615, -1.15800], [-2.17536, -0.71895, 0.08472], [-0.85509, -1.19460, 1.09862], [-0.02267, -2.67519, -0.75786], [-1.19532, -1.96669, -1.87844], [1.15365, 0.82110, 2.36240], [1.87715, 1.82892, 1.61016], [1.86888, 1.45411, 2.51378], [0.94351, 2.26801, 0.13642], [2.16120, 2.39295, -0.81401], [1.75873, 2.90889, -0.11179]],
  "homo_lumo_gap_ev": 5.70,
  "multiplicity": 1,
  "charge": -2
}

---

For reference, energy relative to the best compared isomer or geometry (same formula, charge and spin) by record: 165.1; 50.5 kJ/mol.